Entry from the OMol25 dataset: a molecular structure, C10H13ClO3SZr (ωB97M-V with the def2-TZVPD basis set).

Atoms and positions in Å:
1 Cl -0.06 3.45 -0.62
2 C -2.13 0.22 -1.43
3 C -1.27 -0.90 -1.13
4 C 0.00 -0.65 -1.76
5 H -1.57 -1.84 -0.70
6 C -0.07 0.62 -2.43
7 C -1.39 1.14 -2.22
8 H -1.81 2.01 -2.77
9 H -3.19 0.27 -1.17
10 H 0.82 -1.38 -1.87
11 C 1.02 1.23 -3.24
12 Zr -0.33 1.14 -0.08
13 C 1.96 1.46 0.46
14 O 2.99 1.81 0.86
15 C -1.44 2.15 1.75
16 O -1.82 2.64 2.72
17 H 2.00 0.95 -2.82
18 H 0.94 2.32 -3.24
19 H 1.02 0.89 -4.28
20 C -0.04 -1.86 3.69
21 S 0.03 -0.83 2.20
22 C 1.27 -1.78 1.30
23 O -1.31 -1.04 1.46
24 H 0.95 -1.77 4.16
25 H -0.26 -2.90 3.40
26 H -0.82 -1.46 4.35
27 H 0.79 -2.72 0.97
28 H 1.63 -1.21 0.44
29 H 2.09 -1.95 2.01

Summary:
Net charge: +2
HOMO level (eV): -16.8
Relative energy (zero: lowest compared OMol25 entry of this formula, charge and spin) (kJ/mol): 201.0
HOMO-LUMO gap (eV): 7.02

Entry from the OMol25 dataset: 2 unconnected molecules or ions with the total composition C10H13N2 (ωB97M-V with the def2-TZVPD basis set).

Atoms and positions in Å:
1 C -0.49 -2.18 0.01
2 C 2.48 1.25 2.72
3 C 2.11 1.96 1.56
4 C 1.77 0.02 2.93
5 C 1.34 1.39 0.56
6 C 0.88 -0.44 1.96
7 C -0.98 0.14 -2.87
8 C -2.25 0.06 -0.82
9 C -0.48 -1.80 -1.29
10 C -1.52 -0.82 -1.78
11 N -0.48 -2.50 1.13
12 N 0.81 0.20 0.79
13 H 3.33 1.60 3.32
14 H 2.63 2.87 1.28
15 H 1.71 -0.41 3.97
16 H 1.08 1.82 -0.31
17 H 0.19 -1.32 1.97
18 H -1.72 0.69 -3.29
19 H -0.28 0.71 -2.29
20 H -0.42 -0.36 -3.59
21 H -3.10 0.59 -1.36
22 H -2.67 -0.45 0.03
23 H -1.73 0.82 -0.32
24 H 0.09 -2.40 -1.98
25 H -2.31 -1.44 -2.31

Summary:
Net charge: +1
HOMO level (alpha / beta) (eV): -13.4 / -13.4
Relative energy (zero: lowest compared OMol25 entry of this formula, charge and spin) (kJ/mol): 554.2
HOMO-LUMO gap (alpha / beta) (eV): 5.93 / 5.93

Entry from the OMol25 dataset: a gas-phase ion, C10H13N2 (charge +1) (ωB97M-V with the def2-TZVPD basis set).

Atoms and positions in Å:
1 C -2.88 -1.42 0.01
2 C -3.02 -0.02 0.02
3 C -1.63 -2.03 0.06
4 C -1.98 0.90 0.04
5 C -0.53 -1.17 0.01
6 C -0.83 0.16 -0.03
7 C 1.89 -0.72 0.00
8 C -1.97 2.39 -0.07
9 C 3.26 -1.31 0.09
10 C 2.13 1.78 0.03
11 N 0.81 -1.64 -0.12
12 N 1.55 0.50 0.02
13 H -3.69 -2.00 -0.04
14 H -4.09 0.22 0.01
15 H -1.33 -3.00 0.13
16 H -2.01 2.60 -1.07
17 H -2.92 2.70 0.45
18 H -1.18 2.71 0.52
19 H 3.87 -0.46 0.16
20 H 3.24 -2.13 0.82
21 H 3.44 -1.75 -0.80
22 H 3.08 1.66 -0.44
23 H 1.51 2.42 -0.48
24 H 2.18 2.17 1.12
25 H 1.11 -2.56 -0.43

Summary:
Net charge: +1
HOMO level (alpha / beta) (eV): -12.8 / -12.8
Relative energy (zero: lowest compared OMol25 entry of this formula, charge and spin) (kJ/mol): 440.4
HOMO-LUMO gap (alpha / beta) (eV): 7.61 / 7.61

Entry from the OMol25 dataset: 2 unconnected molecules or ions with the total composition C10H13N2S (ωB97M-V with the def2-TZVPD basis set).

Atoms and positions in Å:
1 C 2.25 2.34 -1.61
2 C 1.96 2.38 -0.30
3 C 1.93 1.19 -2.31
4 C 1.37 1.35 0.32
5 C 1.30 0.10 -1.73
6 C 0.94 0.22 -0.42
7 C -2.15 -0.15 0.04
8 C -1.90 -1.02 -0.95
9 C 0.13 -0.72 0.41
10 C -1.53 -0.68 2.30
11 N -1.17 -3.13 0.50
12 N -1.05 -0.03 1.02
13 S -0.56 -2.21 -0.57
14 H 2.79 3.15 -2.12
15 H 2.26 3.27 0.30
16 H 2.37 1.08 -3.36
17 H 1.09 1.53 1.41
18 H 1.24 -0.87 -2.24
19 H -2.82 0.70 -0.03
20 H -2.64 -1.46 -1.61
21 H 1.15 -1.27 1.40
22 H -2.34 -0.06 2.74
23 H -1.88 -1.77 2.05
24 H -0.69 -0.75 2.90
25 H -1.03 -4.15 0.52
26 H -1.01 0.96 1.39

Summary:
Net charge: +1
HOMO level (eV): -12.9
Relative energy (zero: lowest compared OMol25 entry of this formula, charge and spin) (kJ/mol): 463.9
HOMO-LUMO gap (eV): 9.18

Entry from the OMol25 dataset: a single C10H13N3 molecule (ωB97M-V with the def2-TZVPD basis set).

Atoms and positions in Å:
1 C 0.46 2.72 0.53
2 C -0.60 2.45 1.38
3 C 1.10 1.66 -0.10
4 C -1.06 1.17 1.52
5 C -0.50 0.17 0.80
6 C 0.52 0.44 -0.04
7 C 0.85 -2.11 -2.59
8 C 2.41 -1.86 -2.36
9 C -2.27 0.98 2.39
10 C -1.17 -1.17 1.04
11 N 0.99 -0.67 -0.76
12 N 0.55 -0.73 -2.09
13 N 2.03 -0.52 -1.92
14 H 0.57 3.71 0.40
15 H -0.93 3.21 2.08
16 H 1.81 1.68 -0.87
17 H 0.72 -2.23 -3.60
18 H 0.30 -2.91 -2.08
19 H 2.71 -2.56 -1.57
20 H 3.02 -1.93 -3.22
21 H -1.94 0.52 3.32
22 H -2.74 1.94 2.72
23 H -2.98 0.37 1.76
24 H -1.10 -1.29 2.14
25 H -2.15 -1.11 0.64
26 H -0.62 -1.91 0.46

Summary:
Structure (SMILES): Cc1cccc(-n2n3n2CC3)c1C
HOMO level (eV): -8.6
Relative energy (zero: lowest compared OMol25 entry of this formula, charge and spin) (kJ/mol): 541.1
HOMO-LUMO gap (eV): 9.67

Entry from the OMol25 dataset: a single C10H13N3O molecule (ωB97M-V with the def2-TZVPD basis set).

Atoms and positions in Å:
1 C 1.44 2.95 1.10
2 C 0.77 1.67 1.29
3 C -2.11 -1.34 2.28
4 C -0.79 -1.98 2.32
5 C 1.43 3.23 -0.25
6 C -2.02 -0.58 1.12
7 C 0.40 1.27 0.02
8 C 0.11 -2.20 -1.79
9 C -0.35 0.07 -0.49
10 C 0.58 -0.73 -1.40
11 N -0.05 -1.64 1.30
12 N 0.79 2.22 -0.94
13 N -0.83 -0.76 0.58
14 O 0.95 -0.07 -2.60
15 H 1.83 3.43 1.97
16 H 0.72 1.27 2.25
17 H -2.99 -1.44 2.99
18 H -0.26 -2.67 2.95
19 H 1.80 3.93 -0.92
20 H -2.80 -0.02 0.79
21 H -0.92 -2.08 -2.18
22 H 0.85 -2.67 -2.37
23 H 0.19 -2.85 -0.79
24 H -1.37 0.26 -1.06
25 H 1.51 -1.06 -0.90
26 H 0.53 2.34 -1.88
27 H 0.59 -0.54 -3.38

Summary:
Structure (SMILES): C[C@@H](O)[C@H](c1ccc[nH]1)n1cccn1
HOMO level (eV): -8.1
Relative energy (zero: lowest compared OMol25 entry of this formula, charge and spin) (kJ/mol): 47.9
HOMO-LUMO gap (eV): 8.85